Molecular formula: C31H89N13O10
Method: DFT, ωB97M-V/def2-TZVPD

The calculation puts the LUMO energy at 0.020 Eh. The highest occupied orbital energy is -8.7 eV. For the max |F|, the calculation gives 4.29 eV/A. The value obtained for the HOMO-LUMO gap is 0.3379 Ha. The SMILES is COC[C@H](C)N.COC[C@H](C)N.COC[C@H](C)N.COC[C@H](C)N.COC[C@H](C)N.COC[C@H](C)N.COC[C@H](C)N.NC(N)=O.NC(N)=O.NC(N)=O.

Each line ends with the Löwdin charge.
Cartesian coordinates (Å):
C1 7.36789 0.67299 -7.71260  -0.070
O1 6.52740 0.67567 -6.49497  -0.227
C2 6.00615 -0.59964 -6.21074  -0.232
C3 4.71560 -0.38353 -5.43530  -0.430
C4 3.98068 -1.64454 -5.11664  -0.065
N1 3.74299 0.56036 -6.04363  0.050
H1 8.16856 -0.13161 -7.45022  0.115
H2 7.89613 1.63126 -7.67835  0.074
H3 6.79207 0.57411 -8.68885  0.103
H4 5.74810 -1.09905 -7.18245  0.135
H5 6.66267 -1.22934 -5.57758  0.137
H6 4.98135 0.10014 -4.48287  0.132
H7 2.92833 -1.46351 -4.90139  0.072
H8 4.37018 -2.19585 -4.27697  0.074
H9 3.95988 -2.31239 -5.94813  0.070
H10 4.26873 1.31258 -6.47026  0.075
H11 3.22109 0.11035 -6.73686  0.040
C5 3.31882 4.95960 0.66471  -0.086
O2 2.15417 4.42346 1.31481  -0.186
C6 0.88715 4.78457 0.73489  -0.226
C7 -0.19576 4.55780 1.71287  -0.479
C8 -1.56418 4.66769 1.10347  -0.060
N2 -0.01080 5.60436 2.75997  0.052
H12 3.45337 4.60145 -0.34516  0.074
H13 4.19385 4.66000 1.20833  0.079
H14 3.35571 6.00874 0.68124  0.066
H15 0.81475 5.83889 0.28216  0.154
H16 0.69253 4.07992 -0.13758  0.127
H17 -0.06876 3.56391 2.15346  0.108
H18 -1.66931 5.58510 0.48288  0.095
H19 -2.31211 4.63393 1.86231  0.063
H20 -1.70354 3.77223 0.45589  0.078
H21 0.92044 5.54656 3.14611  0.062
H22 -0.70708 5.42856 3.46320  0.057
C9 3.74596 -1.41977 4.22685  -0.101
O3 3.28352 -0.25047 3.58504  -0.203
C10 2.56238 0.68830 4.40115  -0.179
C11 1.30142 0.93079 3.67022  -0.443
C12 0.31401 1.82111 4.50343  -0.044
N3 0.49138 -0.16262 3.23647  0.045
H23 4.70099 -1.23314 4.60094  0.063
H24 3.77813 -2.15884 3.47450  0.058
H25 3.14316 -1.92133 5.04670  0.105
H26 2.38314 0.22533 5.34061  0.108
H27 3.10169 1.65667 4.61859  0.148
H28 1.53761 1.45095 2.73911  0.124
H29 -0.53062 2.12507 3.83659  0.071
H30 0.64487 2.83147 4.71502  0.062
H31 -0.05610 1.31437 5.39876  0.080
H32 0.90929 -0.92883 2.68424  0.067
H33 -0.13308 -0.66689 3.89460  0.092
C13 -3.56135 -0.20314 3.21591  -0.120
O4 -2.85957 -0.52522 4.35187  -0.181
C14 -3.62346 -0.23910 5.45938  -0.248
C15 -4.58529 -1.34818 5.85160  -0.477
C16 -5.45966 -0.83305 6.97278  -0.063
N4 -4.05152 -2.66259 6.04843  0.045
H34 -2.81991 -0.26994 2.36323  0.099
H35 -3.97896 0.78145 3.30900  0.083
H36 -4.34913 -0.94798 3.04145  0.094
H37 -3.00419 0.14661 6.33275  0.156
H38 -4.34274 0.52782 5.23022  0.094
H39 -5.25365 -1.47789 5.03624  0.119
H40 -5.53215 0.24265 6.79017  0.065
H41 -4.97359 -0.83857 7.96366  0.086
H42 -6.53390 -1.08254 6.98939  0.086
H43 -3.55514 -3.10292 5.26595  0.052
H44 -3.39296 -2.71034 6.86214  0.097
C17 -2.79551 3.50845 -3.94624  -0.039
O5 -2.34131 2.80431 -5.13597  -0.197
C18 -1.10225 2.23673 -5.00199  -0.269
C19 -0.85072 1.28237 -6.21795  -0.425
C20 -1.44514 -0.05930 -6.00466  -0.071
N5 0.59892 1.09906 -6.33754  0.016
H45 -3.68512 3.91882 -4.23401  0.054
H46 -1.97667 4.21841 -3.62695  0.107
H47 -2.90562 2.72053 -3.22389  0.081
H48 -0.35475 3.08823 -4.85567  0.134
H49 -0.89829 1.64504 -4.09426  0.106
H50 -1.41253 1.80884 -7.02820  0.144
H51 -1.72975 -0.53351 -6.91695  0.065
H52 -2.36705 0.09407 -5.39019  0.098
H53 -0.83119 -0.70140 -5.40092  0.071
H54 0.94948 2.05682 -6.30252  0.068
H55 0.97952 0.69956 -7.20696  0.081
C21 0.12784 -4.76493 0.50996  -0.102
O6 -0.79395 -4.19970 1.44518  -0.202
C22 -0.04277 -3.65334 2.55267  -0.195
C23 -0.02861 -4.70036 3.70469  -0.406
C24 -1.46855 -4.87686 4.28434  -0.056
N6 0.77002 -4.10649 4.78163  0.051
H56 0.77671 -5.52835 0.98983  0.096
H57 0.69246 -3.95392 0.06756  0.072
H58 -0.33923 -5.33873 -0.27097  0.078
H59 1.01496 -3.42945 2.23069  0.116
H60 -0.55513 -2.79236 2.93851  0.094
H61 0.30604 -5.65598 3.30214  0.125
H62 -1.76173 -3.86315 4.52924  0.040
H63 -1.47519 -5.52271 5.21532  0.093
H64 -2.16338 -5.31219 3.51544  0.093
H65 1.71876 -3.91612 4.44481  0.070
H66 0.97341 -4.65610 5.53183  0.026
C25 -5.61875 0.83621 0.27130  -0.131
O7 -5.50976 -0.54352 0.16910  -0.215
C26 -4.59876 -0.92561 -0.85049  -0.172
C27 -4.05425 -2.36703 -0.41873  -0.399
C28 -3.05597 -2.82916 -1.48776  -0.070
N7 -5.11852 -3.37665 -0.23843  0.030
H67 -6.21383 1.34534 -0.48396  0.086
H68 -4.56705 1.25478 0.24757  0.101
H69 -6.07278 0.96864 1.19872  0.063
H70 -5.13537 -0.95726 -1.83147  0.137
H71 -3.79285 -0.17328 -0.83828  0.104
H72 -3.58492 -2.29957 0.58990  0.127
H73 -2.47887 -1.96232 -1.89980  0.065
H74 -3.59341 -3.15470 -2.38791  0.077
H75 -2.35009 -3.55816 -1.22193  0.040
H76 -5.76078 -3.39469 -1.05612  0.084
H77 -5.65857 -2.97996 0.50029  0.041
N8 1.38217 0.68255 -3.42811  0.181
C29 2.11584 1.54565 -2.66779  -0.656
N9 3.15416 2.21443 -3.28015  0.150
O8 1.89265 1.74250 -1.48382  -0.026
H78 0.75956 0.06212 -2.88518  0.077
H79 1.70211 0.47260 -4.38780  0.063
H80 3.25320 3.19408 -3.04339  0.094
H81 3.26466 2.07148 -4.29442  0.067
N10 3.18215 -1.65046 -1.06568  0.130
C30 3.02715 -1.29973 0.26720  -0.705
N11 3.27986 0.01141 0.48603  0.182
O9 2.74568 -2.16294 1.03605  0.033
H82 3.74112 -1.01174 -1.67520  0.105
H83 3.28128 -2.67296 -1.15651  0.106
H84 3.09110 0.70282 -0.25277  0.075
H85 3.36662 0.34844 1.44310  0.086
N12 -0.36829 1.08240 0.15866  0.188
C31 -0.65003 -0.13244 -0.35823  -0.600
N13 -0.83776 -1.12867 0.55859  0.208
O10 -0.65244 -0.31918 -1.61946  -0.057
H86 0.16397 1.58629 -0.54203  0.068
H87 -0.15864 1.08914 1.13594  0.066
H88 -0.62540 -0.90393 1.49376  0.025
H89 -0.72750 -2.07726 0.25848  0.081